No. 1
Here is an isolated molecule of C2H4N4O2 from OMol25. Energies are from the ωB97M-V functional and the def2-TZVPD basis.

Calculated values
Largest force on an atom   7.89 eV/A
Energy above the lowest of the compared OMol25 structures with the same formula, charge and spin   5.145 eV
Net charge   0
Gap between HOMO and LUMO   9.0 eV
Multiplicity   1

Last column: natural (NBO) charge in e.
Atoms and positions in Å:
1 H -3.008 -0.974 -0.126  0.494
2 N 0.140 0.658 -0.165  -0.278
3 C -0.653 1.895 0.054  -0.432
4 H -0.192 2.844 -0.609  0.243
5 N -1.164 -1.254 0.059  -0.267
6 O -2.182 -0.311 0.029  -0.605
7 N 2.108 -0.280 0.163  0.104
8 C -0.003 -0.654 0.007  0.569
9 N 1.506 0.805 -0.035  0.001
10 H -1.637 1.716 -0.436  0.257
11 H -0.770 2.068 1.250  0.227
12 O 1.110 -1.263 -0.104  -0.313

---

No. 2
Here is a cluster of 12 separate species, C37H85BFNO14PS11 in total from OMol25. Energies are from the ωB97M-V functional and the def2-TZVPD basis.

Calculated values
Largest force on an atom   4.83 eV/A
Net charge   +1
Gap between HOMO and LUMO   5.2 eV
Multiplicity   1

Last column: Löwdin charge in e.
Atoms and positions in Å:
1 H 2.280 6.449 4.744  0.060
2 H 3.725 4.717 -7.591  0.061
3 H -1.119 3.850 -2.594  0.147
4 S 3.535 7.530 -1.648  0.802
5 H -1.017 0.085 1.862  0.138
6 H 1.626 -0.244 5.428  0.064
7 H 2.190 -2.065 -0.577  0.096
8 H 1.028 0.061 -1.705  0.110
9 N -0.663 1.534 0.167  0.129
10 S -5.627 4.013 -3.647  0.793
11 H 1.565 4.823 4.964  0.045
12 C -7.732 1.953 -0.991  -0.061
13 C -5.568 0.001 -1.794  -0.011
14 C -1.967 -9.084 8.171  -0.269
15 H 0.607 -9.480 1.434  0.056
16 H -5.875 -2.519 4.620  0.054
17 H 1.156 6.139 6.090  0.053
18 C 2.379 -10.890 3.116  -0.262
19 C -3.017 0.482 0.756  -0.160
20 H 4.098 5.534 -2.873  0.063
21 O 3.530 6.494 -9.949  -0.573
22 H 3.816 3.109 -8.351  0.054
23 C -6.801 -2.062 4.975  -0.264
24 H 5.576 6.109 -12.870  0.055
25 H -7.204 3.953 -5.437  0.056
26 O -1.360 -9.962 5.727  -0.577
27 H -3.203 2.827 -2.100  0.092
28 H 3.034 -6.217 2.489  0.041
29 H 1.845 2.442 2.083  0.118
30 H -3.690 5.045 -2.708  0.028
31 H -0.750 -9.065 2.511  0.046
32 H 4.181 8.300 -12.978  0.055
33 C 0.731 5.894 2.453  -0.273
34 H -2.895 -9.657 8.123  0.058
35 C -4.312 5.250 -3.580  -0.266
36 H 3.193 -10.984 3.837  0.051
37 H 3.096 8.850 -11.679  0.052
38 H -4.751 6.245 -3.485  0.059
39 H 2.725 7.347 -12.559  0.058
40 O 0.374 -2.790 5.064  -0.557
41 H 0.696 -1.349 0.201  0.088
42 C 1.035 4.912 -6.769  -0.266
43 C 5.533 -6.823 0.468  -0.284
44 C 4.968 5.712 -12.055  -0.269
45 H 0.032 6.137 1.651  0.051
46 H 0.344 0.778 4.711  0.052
47 H -6.745 5.624 -5.032  0.057
48 H -5.934 -1.987 7.698  0.057
49 H 1.276 -0.339 3.684  0.032
50 H -5.036 0.067 2.648  0.021
51 H 0.536 3.044 -3.972  0.077
52 C -2.753 2.212 -1.251  0.123
53 H -7.329 -2.748 5.639  0.057
54 H -3.017 -6.912 6.636  0.049
55 H 5.453 6.287 -0.890  0.059
56 P -4.060 -0.669 1.866  0.760
57 C -8.096 0.770 -1.945  -0.044
58 H 0.200 4.769 -6.082  0.033
59 H 5.456 -5.738 0.376  0.044
60 C 1.908 0.130 -0.966  -0.219
61 C 7.845 -6.668 -0.888  -0.275
62 C -2.890 -7.794 6.005  -0.271
63 H 0.927 4.820 2.446  0.028
64 C 1.390 5.897 5.053  -0.270
65 H 4.482 -4.111 4.280  0.058
66 H 0.078 -0.992 7.271  0.062
67 H 6.152 -7.084 1.329  0.060
68 H 4.941 -2.934 3.026  0.048
69 H -1.199 -9.681 8.664  0.053
70 H 1.661 6.446 2.304  0.056
71 C -1.213 2.334 -0.958  0.030
72 H -3.233 -1.340 2.857  0.017
73 C 0.839 -0.195 4.674  -0.272
74 C -0.353 3.316 -1.910  -0.220
75 H 1.901 -11.863 2.985  0.055
76 H 4.536 -7.246 0.597  0.046
77 H 2.777 -10.535 2.164  0.056
78 C 0.068 -9.767 2.339  -0.258
79 O 2.804 -3.707 1.132  -0.579
80 H -3.701 5.194 -4.483  0.060
81 H -2.771 -7.480 4.967  0.047
82 H -5.633 4.593 -5.983  0.061
83 H -1.538 -1.700 7.034  0.045
84 S -6.435 -0.529 5.857  0.822
85 H 2.435 -5.700 4.093  0.059
86 H 5.018 -4.678 2.669  0.039
87 H 1.698 2.480 -2.618  0.098
88 S 1.176 -9.709 3.763  0.813
89 H -7.438 -1.825 4.122  0.056
90 C 4.471 -3.902 3.209  -0.258
91 C -6.371 4.609 -5.179  -0.258
92 H -6.052 3.082 0.262  0.103
93 H 5.554 4.989 -11.487  0.050
94 H 2.414 -0.951 0.958  0.092
95 H 2.531 6.215 -3.372  0.045
96 O -5.573 0.308 4.963  -0.595
97 S 1.853 3.321 -7.012  0.808
98 H 0.143 1.452 -3.072  0.101
99 H 7.694 -5.588 -0.937  0.050
100 S 4.491 7.056 -10.948  0.823
101 O 1.830 -8.362 3.769  -0.567
102 C 1.813 -1.142 0.006  -0.075
103 H 4.997 7.587 0.239  0.052
104 C -5.361 -1.276 7.100  -0.268
105 H 8.482 -6.981 -1.717  0.050
106 O 2.493 2.943 -5.713  -0.580
107 F 0.347 4.386 -1.220  -0.055
108 H -0.337 -10.774 2.233  0.058
109 C 2.357 -5.543 3.017  -0.270
110 C -0.810 -0.992 6.638  -0.262
111 H -1.254 0.005 6.612  0.055
112 H 0.658 5.278 -7.726  0.057
113 O -0.110 7.857 4.050  -0.542
114 O 6.491 -8.963 -0.802  -0.556
115 C 0.609 2.504 -2.948  -0.016
116 O -4.855 -1.652 0.986  -0.479
117 B 0.789 1.605 0.562  -0.549
118 H -3.761 -8.445 6.089  0.058
119 H -4.980 -0.484 7.748  0.052
120 H -9.140 0.600 -2.382  0.095
121 C 3.171 5.989 -2.519  -0.270
122 C 4.616 6.792 -0.404  -0.273
123 C 3.153 3.938 -8.098  -0.273
124 C -6.301 2.204 -0.419  -0.021
125 H 1.333 -5.737 2.698  0.054
126 C -3.667 1.273 -0.417  -0.065
127 O 4.389 8.363 -2.545  -0.549
128 H -4.523 -1.781 6.615  0.047
129 H 8.321 -6.938 0.056  0.057
130 S 2.764 -3.830 2.626  0.806
131 S -1.401 -8.685 6.504  0.801
132 S -0.017 6.367 4.024  0.805
133 H 2.649 5.304 -1.848  0.028
134 H 4.077 5.223 -12.454  0.058
135 H 2.868 0.098 -1.612  0.150
136 C -1.504 0.663 0.992  0.057
137 H -2.124 -8.162 8.734  0.051
138 C -6.985 -0.243 -2.364  -0.035
139 S -0.374 -1.501 4.961  0.773
140 O 1.066 1.846 1.988  0.092
141 H 1.737 5.631 -6.343  0.057
142 O -4.987 2.694 -3.941  -0.558
143 H 4.047 6.081 0.199  0.039
144 H -4.738 -0.728 -2.115  0.114
145 C -5.198 1.201 -0.843  -0.172
146 H -8.593 2.669 -0.743  0.094
147 H -7.132 -1.133 -3.056  0.099
148 S 6.254 -7.507 -1.040  0.806
149 C 3.528 7.975 -12.167  -0.269
150 O 1.920 1.420 -0.288  0.017
151 H 2.708 4.335 -9.012  0.036

---

No. 3
Here is an isolated molecule of C5H7NO from OMol25. Energies are from the ωB97M-V functional and the def2-TZVPD basis.

Calculated values
Largest force on an atom   0.50 eV/A
Energy above the lowest of the compared OMol25 structures with the same formula, charge and spin   3.902 eV
Net charge   0
Gap between HOMO and LUMO   7.5 eV
Multiplicity   1

Last column: natural (NBO) charge in e.
Atoms and positions in Å:
1 H 2.039 -0.454 -0.506  0.509
2 H -1.056 -2.271 -0.812  0.254
3 H -1.251 1.797 2.182  0.198
4 H -1.053 0.226 -1.169  0.280
5 C 0.633 0.671 -0.090  0.656
6 H 0.306 -1.705 -1.782  0.202
7 H 0.532 -2.165 -0.068  0.203
8 C -0.143 -1.672 -0.777  -0.623
9 C -1.008 1.203 1.310  -0.254
10 C -1.453 0.014 0.851  -0.267
11 H 0.804 2.460 0.868  0.415
12 C -0.500 -0.257 -0.338  -0.414
13 O 1.926 0.488 -0.308  -0.628
14 N 0.224 1.664 0.639  -0.529

---

No. 4
Here is a structure of composition C30H37N2PSV from OMol25. Energies are from the ωB97M-V functional and the def2-TZVPD basis.

Calculated values
Largest force on an atom   0.74 eV/A
Expectation value of S²   0.765
Net charge   0
Gap between HOMO and LUMO (spin up / spin down)   6.3 / 6.4 eV
Multiplicity   2

Last column: Löwdin spin population.
Atoms and positions in Å:
1 C -1.360 1.057 -0.974  0.009
2 C -0.312 -0.463 -2.693  0.002
3 H 2.086 4.879 2.067  0.000
4 H -0.758 -4.488 -1.800  0.000
5 H -2.611 0.207 -4.101  0.000
6 H -2.169 4.370 -1.404  0.000
7 H -1.380 2.726 -3.369  0.000
8 C 1.309 2.929 2.496  0.001
9 C -0.227 4.010 -0.777  -0.002
10 H 0.202 -3.371 2.664  0.000
11 C -0.061 -4.112 1.910  -0.003
12 C 1.534 -2.999 -0.269  0.004
13 C -3.932 0.938 0.205  -0.008
14 C 1.541 0.472 2.874  0.001
15 V -0.166 -1.045 -0.218  0.996
16 C 1.823 -2.884 -1.635  0.001
17 H 0.273 2.196 -2.995  0.000
18 N 0.031 0.994 -0.453  0.001
19 P -0.173 -3.351 0.256  -0.006
20 C -3.628 -1.487 0.746  0.003
21 C -1.268 0.725 -2.500  -0.001
22 S 2.671 1.224 -1.254  0.008
23 H -3.030 -0.565 -2.566  0.000
24 H 3.093 -0.807 3.610  0.000
25 C 1.241 1.789 -0.455  0.003
26 H -0.652 3.049 1.645  0.000
27 H -0.530 -1.370 -2.058  -0.002
28 H -0.590 1.515 -4.375  0.000
29 H -3.942 3.116 -0.019  0.000
30 C -3.166 -0.172 0.203  0.004
31 H 1.087 -3.182 -2.372  0.000
32 H 2.013 -0.208 4.860  0.000
33 H 1.468 -1.485 3.772  0.000
34 C 1.826 1.892 3.167  0.000
35 H 1.742 3.836 0.051  0.000
36 N -1.869 -0.158 -0.274  -0.004
37 H 0.661 -4.931 1.939  -0.001
38 C -2.657 0.354 -3.019  0.000
39 H 4.471 -1.814 0.959  0.000
40 H 2.308 -2.686 1.721  0.000
41 C -0.740 -4.764 -0.747  -0.004
42 H 4.940 -1.593 -1.456  0.000
43 C 0.874 0.188 1.749  -0.003
44 H -1.759 -5.016 -0.451  0.000
45 C -1.494 3.638 -0.970  0.000
46 C -0.707 1.870 -3.347  0.000
47 C 2.050 -0.564 3.829  0.000
48 H -4.686 -1.448 1.001  0.000
49 C -2.110 2.325 -0.664  -0.002
50 H -0.104 -5.640 -0.611  -0.001
51 H 0.667 -0.898 1.574  -0.002
52 H 3.252 -2.288 -3.115  0.000
53 C 1.578 4.349 2.876  0.000
54 H 2.191 4.428 3.773  0.000
55 H 0.635 4.878 3.048  0.000
56 C 4.000 -2.012 -1.126  0.003
57 C 2.512 -2.617 0.659  0.002
58 H 0.739 -0.167 -2.611  0.003
59 C 3.052 -2.397 -2.058  -0.001
60 C -3.356 2.216 -0.180  0.002
61 H -3.467 -2.291 0.024  0.001
62 H -1.045 -4.509 2.165  0.000
63 C 3.735 -2.132 0.232  -0.002
64 H -3.377 1.150 -2.819  0.000
65 H 2.478 2.094 4.012  0.000
66 H -4.945 0.895 0.578  -0.001
67 C 0.832 3.244 -0.035  -0.001
68 H -3.070 -1.743 1.651  0.001
69 C 0.350 2.714 1.348  0.000
70 C 0.521 1.301 0.867  0.000
71 H -0.481 -0.924 -3.671  0.000
72 H 0.038 5.015 -1.091  0.000

---

No. 5
Here is a structure of composition CF3MgNO3S3Zn from OMol25. Energies are from the ωB97M-V functional and the def2-TZVPD basis.

Calculated values
Largest force on an atom   3.26 eV/A
Energy above the lowest of the compared OMol25 structures with the same formula, charge and spin   0.000 eV
Net charge   0
Gap between HOMO and LUMO (spin up / spin down)   5.3 / 5.3 eV
Multiplicity   1

Last column: natural (NBO) charge in e.
Atoms and positions in Å:
1 O 0.361 -1.770 -1.604  -0.746
2 C -2.160 -0.270 0.098  0.781
3 O 0.227 -0.823 1.071  -1.128
4 Zn 2.074 -0.398 1.272  1.479
5 Mg 2.173 1.212 -0.961  1.668
6 F -2.585 -1.487 0.401  -0.300
7 F -2.414 0.549 1.100  -0.312
8 O 2.057 1.571 0.995  -1.271
9 F -2.781 0.152 -0.992  -0.303
10 S -0.336 -0.373 -0.284  1.593
11 S 2.745 -1.601 -1.302  -0.809
12 S 0.482 2.090 0.814  0.626
13 N 0.156 1.150 -0.607  -1.277

---

Look up the net charge of the fourth one. 0